Record 1
{"formula": "CHN3O2P", "method": "ωB97M-V with the def2-TZVPD basis set", "symbols": ["H", "O", "P", "N", "N", "N", "O", "C"], "positions_angstrom": [[2.7372, -0.2886, 0.2070], [-1.0124, -1.7893, 0.6370], [-0.4227, 1.2137, -0.3938], [1.6407, -0.3430, -0.1146], [0.8771, 0.5071, 0.2879], [-1.4078, -0.1477, -1.0640], [-1.2195, 1.8745, 0.6799], [-1.1925, -1.0267, -0.2394]], "atomic_forces_ev_per_a": [[-2.68, 0.55, 0.21], [-0.09, -0.35, -0.45], [-1.31, 2.66, -1.71], [2.39, -2.22, -1.27], [2.99, 0.66, 2.16], [0.03, -1.62, 0.55], [-0.64, -0.01, 0.46], [-0.68, 0.34, 0.05]], "e_tot_ev": -18907.4519, "total_charge": -1, "lumo_ev": [4.15, 4.15], "e_above_lowest_kcal_mol": 66.0, "gap_ev": [7.6, 7.6]}

---

Record 2
{"formula": "CHN3O2P", "method": "ωB97M-V with the def2-TZVPD basis set", "symbols": ["N", "C", "N", "H", "O", "P", "N", "O"], "positions_angstrom": [[2.9241, 1.6992, -1.0749], [1.8297, 1.3787, -0.9430], [0.0818, 0.3154, 0.3602], [-0.4303, -0.4723, 0.0232], [-0.9500, 2.7790, 0.6762], [-0.9677, 1.5135, -0.0795], [0.5725, 1.0492, -0.8751], [-2.1977, 0.9843, -0.6832]], "atomic_forces_ev_per_a": [[1.46, 0.27, -0.24], [-0.75, 0.24, 0.57], [0.93, -0.22, 1.25], [0.19, -1.25, -0.54], [0.37, 0.03, -0.16], [-0.04, 1.77, 0.48], [-1.90, -0.55, -0.64], [-0.26, -0.30, -0.72]], "e_tot_ev": -18909.1388, "total_charge": -1, "lumo_ev": 4.17, "e_above_lowest_kcal_mol": 27.1, "gap_ev": 9.6, "smiles": "N#CN1N[P@@]1(=O)[O-]"}

---

Record 3
{"formula": "CHN3O3", "method": "ωB97M-V with the def2-TZVPD basis set", "symbols": ["O", "O", "N", "C", "N", "N", "H", "O"], "positions_angstrom": [[-0.9227, -1.1358, -0.2972], [0.8718, 1.7335, -0.1606], [-1.9318, -0.1026, -0.0285], [-0.0462, 0.9342, -0.0239], [0.2039, -0.4163, 0.3486], [-1.5199, 1.0512, -0.0561], [1.7770, -1.3751, 0.4381], [1.5678, -0.6893, -0.2204]], "atomic_forces_ev_per_a": [[0.77, 2.24, 1.90], [-3.55, -1.44, 0.32], [-1.16, -0.44, -1.75], [3.06, 1.87, -0.15], [2.03, -0.38, -2.04], [1.61, -1.25, 0.72], [0.54, 0.08, -0.44], [-3.30, -0.69, 1.44]], "e_tot_ev": -11659.8025, "total_charge": 0, "lumo_ev": -1.18, "e_above_lowest_kcal_mol": 46.8, "gap_ev": 9.9, "smiles": "O=c1nnon1O"}

---

Record 4
{"formula": "CHN3O3S", "method": "ωB97M-V with the def2-TZVPD basis set", "symbols": ["N", "O", "N", "O", "H", "N", "S", "O", "C"], "positions_angstrom": [[-0.0529, -1.2094, -1.7552], [1.6625, 2.1527, 0.9779], [1.0418, -3.0617, -0.9854], [1.9866, -0.8315, 0.5983], [-0.5079, -1.3015, -2.6529], [0.3975, -2.2560, -1.4025], [2.4699, -2.1721, 0.7904], [3.2108, 1.5269, -0.6143], [2.4328, 1.8160, 0.1770]], "atomic_forces_ev_per_a": [[-1.67, 2.52, -0.73], [0.10, -0.11, -0.15], [-0.11, -2.38, 0.24], [-0.97, 2.50, -0.33], [-0.30, 0.10, -0.22], [1.36, -0.64, -0.16], [1.66, -2.19, 1.24], [0.84, -0.34, -0.90], [-0.93, 0.54, 1.01]], "e_tot_ev": -22497.9730, "total_charge": 0, "multiplicity": 3, "lumo_ev": [0.74, -1.03], "e_above_lowest_kcal_mol": 0.0, "s_squared": 2.01, "gap_ev": [9.6, 9.4]}

---

Record 5
{"formula": "CHN3O5", "method": "ωB97M-V with the def2-TZVPD basis set", "symbols": ["O", "O", "O", "N", "N", "N", "O", "C", "H", "O"], "positions_angstrom": [[1.8669, -2.2845, -0.9799], [2.5140, -1.6569, 1.0686], [2.5025, 1.9852, -0.0337], [-1.9441, 0.0266, -0.3917], [1.8659, -0.0770, -0.3002], [2.8271, 0.7202, -0.0314], [3.9936, 0.3839, 0.0707], [2.1049, -1.4795, -0.1022], [-1.2018, -0.3640, 0.1689], [-2.7696, 0.8173, 0.1622]], "atomic_forces_ev_per_a": [[-0.82, -1.51, -1.99], [-0.09, -1.69, 0.82], [0.61, -0.28, 0.45], [-2.78, 2.18, 0.95], [-1.08, 0.30, -0.89], [-2.59, 1.29, -1.45], [2.17, -0.26, 0.46], [1.55, 2.09, 2.69], [1.13, -0.24, 0.29], [1.89, -1.87, -1.33]], "e_tot_ev": -15753.6406, "total_charge": -2, "multiplicity": 3, "lumo_ev": [6.22, 4.53], "e_above_lowest_kcal_mol": 0.0, "s_squared": 2.01, "gap_ev": [5.6, 3.9]}

---

Record 6
{"formula": "CHN3OS", "method": "ωB97M-V with the def2-TZVPD basis set", "symbols": ["N", "H", "N", "N", "O", "S", "C"], "positions_angstrom": [[-1.2148, 1.1314, -0.7719], [0.2750, -0.1775, -0.6300], [-1.7493, 2.0974, -0.5526], [-0.6264, 0.1136, -0.9189], [1.9678, -0.4534, 2.5112], [-0.1308, 1.2014, 2.6027], [1.1184, 0.3156, 2.4930]], "atomic_forces_ev_per_a": [[0.85, 2.06, 1.71], [0.77, 0.80, 0.61], [-0.46, -0.19, -0.54], [-1.15, -2.68, -1.78], [0.99, -0.28, -0.37], [-0.97, 1.12, -0.18], [-0.03, -0.83, 0.55]], "e_tot_ev": -18404.2730, "total_charge": 0, "lumo_ev": 0.43, "e_above_lowest_kcal_mol": 43.6, "gap_ev": 10.7}

---

Record 7
{"formula": "CHN4", "method": "ωB97M-V with the def2-TZVPD basis set", "symbols": ["C", "N", "N", "N", "N", "H"], "positions_angstrom": [[-0.3956, -0.4299, 0.1730], [-1.5751, -2.6223, -1.7966], [-0.0783, -0.9526, -1.2217], [-1.3731, -0.6662, 0.8251], [-0.8046, -1.7846, -1.6005], [0.5063, 0.0790, 0.5751]], "atomic_forces_ev_per_a": [[0.73, 0.66, 2.25], [0.98, 1.18, -0.04], [2.71, 2.02, -0.88], [-1.46, -0.31, 0.36], [-3.12, -3.60, -0.79], [0.16, 0.06, -0.90]], "e_tot_ev": -7011.2153, "total_charge": -1, "lumo_ev": [5.24, 5.24], "e_above_lowest_kcal_mol": 80.6, "gap_ev": [7.6, 7.6]}

---

Record 8
{"formula": "CHN4", "method": "ωB97M-V with the def2-TZVPD basis set", "symbols": ["N", "N", "C", "N", "H", "N"], "positions_angstrom": [[0.4721, -0.9628, 2.5217], [1.5755, -0.0882, 0.7996], [0.4144, -0.1756, 0.4343], [-0.5056, -0.8021, 1.4085], [-0.2039, 0.1301, -0.5096], [-0.4459, -0.0796, 2.5809]], "atomic_forces_ev_per_a": [[-1.71, 1.49, 1.21], [0.70, 0.35, -0.82], [-0.72, 0.74, -1.39], [-1.25, -1.20, -1.39], [1.06, -0.39, 1.02], [1.91, -0.99, 1.38]], "e_tot_ev": -7009.0985, "total_charge": -1, "lumo_ev": [5.30, 5.30], "e_above_lowest_kcal_mol": 129.4, "gap_ev": [7.7, 7.7]}

---

Record 9
{"formula": "CHN4OS", "method": "ωB97M-V with the def2-TZVPD basis set", "symbols": ["N", "N", "O", "N", "S", "C", "H", "N"], "positions_angstrom": [[-0.6318, 1.0884, 0.9944], [-0.6134, 0.6409, -0.3481], [0.5913, -1.4112, -1.0561], [0.3074, 0.6407, 1.7288], [-1.1761, 1.9953, -1.3173], [0.3366, -0.3569, -0.2185], [0.1724, -2.2433, -0.8171], [1.0137, -0.3538, 1.0338]], "atomic_forces_ev_per_a": [[-0.02, 1.66, 0.37], [2.11, -1.54, 3.85], [0.17, 1.26, -1.02], [0.01, -1.88, -2.10], [-0.14, -0.62, -1.25], [1.37, -0.52, 2.40], [-0.17, 0.46, 0.55], [-3.32, 1.18, -2.80]], "e_tot_ev": -19894.6770, "total_charge": -1, "lumo_ev": 3.50, "e_above_lowest_kcal_mol": 13.9, "gap_ev": 6.8, "smiles": "Oc1nnnn1[S-]"}

---

Record 10
{"formula": "CHN4OS", "method": "ωB97M-V with the def2-TZVPD basis set", "symbols": ["H", "C", "N", "S", "O", "N", "N", "N"], "positions_angstrom": [[-0.6471, 0.2359, -0.1368], [1.3811, 0.5677, 0.0753], [2.4212, -1.1045, -0.0690], [2.0863, 1.9531, -0.0367], [3.5866, -0.9665, 0.0728], [1.4641, -1.8885, -0.0743], [0.2644, -0.0668, 0.0644], [0.2669, -1.4342, 0.0272]], "atomic_forces_ev_per_a": [[-1.42, 1.23, -0.05], [1.11, 0.99, -0.84], [0.93, 4.64, 0.09], [0.03, -0.27, 0.29], [-0.77, -1.56, -0.11], [-1.22, -2.97, 0.70], [0.24, -1.61, 0.52], [1.10, -0.46, -0.59]], "e_tot_ev": -19881.2040, "total_charge": 1, "lumo_ev": [-8.01, -8.83], "e_above_lowest_kcal_mol": 36.5, "gap_ev": [7.3, 6.1]}

---

Record 11
{"formula": "CHN5O2", "method": "ωB97M-V with the def2-TZVPD basis set", "symbols": ["N", "C", "N", "N", "N", "N", "O", "O", "H"], "positions_angstrom": [[0.3658, 2.3148, 0.6706], [0.0671, 1.4285, -0.0080], [0.0231, 0.2811, -0.7304], [-0.9191, -0.5123, -0.6337], [2.2977, -0.3258, 2.6925], [1.5281, -0.0663, 1.9505], [-1.7797, -0.5553, 0.1982], [-0.8754, -1.4468, -1.6053], [-0.7075, -1.1179, -2.5344]], "atomic_forces_ev_per_a": [[-0.46, -0.03, -0.64], [0.13, -0.88, 0.86], [2.03, 2.33, -1.10], [-0.54, 0.96, 0.25], [-1.15, 0.44, -1.10], [1.27, -0.66, 1.25], [-0.47, -0.71, -0.20], [-0.92, -1.94, -1.07], [0.12, 0.50, 1.75]], "e_tot_ev": -12594.3875, "total_charge": 0, "lumo_ev": -0.87, "e_above_lowest_kcal_mol": 8.6, "gap_ev": 10.1, "smiles": "N#C/N=[N+](\\[O-])O.N#N"}

---

Record 12
{"formula": "CHN5O3", "method": "ωB97M-V with the def2-TZVPD basis set", "symbols": ["N", "N", "C", "N", "N", "O", "N", "O", "O", "H"], "positions_angstrom": [[1.3520, -0.1760, 0.2923], [-1.1761, 0.3173, -1.4891], [2.3019, 0.5466, 0.4345], [-2.1608, 0.8190, -1.4252], [-0.4814, -1.4753, 0.4698], [0.0704, -0.1840, 2.1246], [0.2204, -0.6449, 1.0257], [3.2519, 1.1873, 0.3955], [-3.1806, 1.3405, -1.3580], [-0.1979, -1.7305, -0.4701]], "atomic_forces_ev_per_a": [[-0.59, -0.91, -1.05], [1.22, -0.49, -0.32], [-0.68, -0.27, 0.45], [1.27, -0.63, -0.09], [-1.45, -1.38, -0.12], [-0.23, 0.52, 1.12], [1.56, 0.63, -0.43], [0.97, 0.73, 0.12], [-2.61, 1.33, 0.18], [0.56, 0.47, 0.15]], "e_tot_ev": -14640.1853, "total_charge": 0, "lumo_ev": 0.23, "e_above_lowest_kcal_mol": 48.1, "gap_ev": 11.1, "smiles": "[H]/N=[N+](/[O-])N=C=O.N#[N+][O-]"}